{
  "formula": "C27H78O21",
  "method": "wB97M-V/def2-TZVPD",
  "de_lowest_ev": 36.339,
  "homo_lumo_gap_ha": 0.291,
  "symbols": ["C", "C", "O", "O", "H", "H", "H", "H", "H", "H", "C", "C", "O", "O", "H", "H", "H", "H", "H", "H", "C", "C", "O", "O", "H", "H", "H", "H", "H", "H", "C", "C", "O", "O", "H", "H", "H", "H", "H", "H", "C", "C", "O", "O", "H", "H", "H", "H", "H", "H", "C", "C", "O", "O", "H", "H", "H", "H", "H", "H", "C", "C", "O", "O", "H", "H", "H", "H", "H", "H", "C", "C", "O", "O", "H", "H", "H", "H", "H", "H", "C", "C", "O", "O", "H", "H", "H", "H", "H", "H", "C", "C", "C", "O", "H", "H", "H", "H", "H", "H", "H", "H", "C", "C", "C", "O", "H", "H", "H", "H", "H", "H", "H", "H", "C", "C", "C", "O", "H", "H", "H", "H", "H", "H", "H", "H"],
  "coordinates": [[-18.560144, -45.790707, -26.371152], [-19.226576, -45.746408, -27.830075], [-20.460830, -45.104892, -27.952004], [-17.365277, -46.532076, -26.419904], [-19.220951, -46.305700, -25.624361], [-18.614386, -44.759844, -26.069906], [-19.206039, -46.760959, -28.416082], [-18.546435, -45.268637, -28.633537], [-20.455574, -44.325118, -27.479429], [-16.754795, -46.170002, -25.569153], [-25.220706, -43.867513, -30.635590], [-23.960757, -43.219853, -30.045197], [-23.219513, -42.851573, -31.207712], [-26.097511, -44.299410, -29.546728], [-25.107378, -44.707789, -31.226429], [-25.759230, -43.067366, -31.296111], [-23.466969, -43.924291, -29.395977], [-24.047818, -42.453572, -29.660367], [-23.545570, -41.967918, -31.381751], [-26.544915, -45.270597, -29.674386], [-23.190789, -47.312944, -27.189119], [-22.301109, -48.082963, -26.301427], [-23.107546, -48.367106, -25.074051], [-22.414673, -47.026277, -28.352251], [-23.380828, -46.495308, -26.803154], [-24.083018, -47.727341, -27.624916], [-21.337741, -47.808447, -25.874221], [-22.049436, -49.088291, -26.649683], [-23.828069, -48.932042, -25.361284], [-21.723135, -46.311488, -28.030262], [-15.721745, -44.101631, -29.433090], [-14.619297, -44.760225, -28.553351], [-14.353150, -46.002054, -29.034479], [-16.111859, -42.764523, -28.953664], [-16.652141, -44.730778, -29.568550], [-15.186462, -43.943530, -30.391903], [-14.879682, -44.817725, -27.518107], [-13.621979, -44.248727, -28.631560], [-15.200980, -46.546713, -29.317233], [-16.604650, -42.349802, -29.579869], [-21.958742, -43.583250, -34.893737], [-22.571521, -44.474629, -33.830039], [-21.725530, -44.504461, -32.726140], [-22.819867, -43.072653, -35.849940], [-21.235982, -44.192357, -35.292758], [-21.213084, -42.735279, -34.597792], [-22.796488, -45.469886, -34.239307], [-23.412519, -44.048473, -33.485035], [-22.263928, -43.980959, -32.021516], [-22.923044, -43.800583, -36.586617], [-22.464138, -43.467245, -25.828128], [-21.324563, -42.406823, -25.605970], [-20.208272, -42.727465, -26.468178], [-23.535421, -43.096539, -25.081397], [-22.199173, -44.480563, -25.567093], [-22.782652, -43.554445, -26.930687], [-20.855527, -42.351651, -24.762863], [-21.776706, -41.319971, -25.772304], [-19.543543, -42.210702, -26.158688], [-24.207353, -43.299649, -25.613136], [-16.114298, -42.704704, -33.366464], [-15.207807, -42.813298, -32.206339], [-13.965168, -42.153388, -32.440411], [-17.287652, -43.446837, -33.146100], [-15.660203, -43.188356, -34.384392], [-16.387549, -41.726815, -33.547255], [-14.863431, -43.752446, -32.061913], [-15.692310, -42.340677, -31.141639], [-13.303338, -42.185861, -31.712336], [-17.093691, -44.253019, -33.384487], [-20.369185, -47.099493, -31.183792], [-21.754378, -47.728523, -31.620140], [-22.051657, -48.742026, -30.533380], [-19.747597, -46.505884, -32.375896], [-19.647084, -47.937438, -30.966432], [-20.716008, -46.346045, -30.233489], [-21.760502, -48.035392, -32.571112], [-22.386272, -46.840273, -31.643968], [-22.245822, -48.161612, -29.840572], [-20.429111, -46.010841, -32.733795], [-17.613434, -43.641479, -25.502461], [-16.388116, -42.831997, -25.940752], [-15.444111, -43.731788, -26.461744], [-18.638590, -42.657900, -25.396701], [-17.374951, -44.163161, -24.518009], [-17.952277, -44.483551, -26.294155], [-15.854427, -42.220485, -25.133929], [-16.626444, -42.047764, -26.712624], [-15.856684, -43.978897, -27.322090], [-18.408570, -42.198039, -24.585406], [-19.199460, -39.531163, -33.520317], [-18.423311, -38.533521, -32.656213], [-17.940241, -39.173221, -31.348866], [-17.270647, -38.196373, -33.528361], [-18.614026, -40.274539, -33.877154], [-19.619860, -38.896766, -34.431679], [-20.246476, -39.780137, -33.162121], [-19.042901, -37.589535, -32.484842], [-17.166172, -38.624522, -31.041575], [-17.462517, -40.155707, -31.525317], [-18.820931, -39.090882, -30.690207], [-17.582423, -37.843899, -34.319007], [-16.696869, -46.141289, -35.326160], [-16.767146, -45.574531, -33.885998], [-16.451482, -46.663850, -32.942888], [-15.884338, -44.435699, -33.816918], [-17.537659, -47.018448, -35.389270], [-15.632566, -46.219505, -35.727535], [-17.013683, -45.411046, -35.841517], [-17.999481, -45.495181, -33.554837], [-16.160936, -46.220715, -31.969874], [-15.479030, -47.373776, -33.190183], [-17.201745, -47.375054, -32.662261], [-15.002925, -44.430114, -34.320574], [-19.678605, -44.944196, -30.800463], [-19.686275, -43.401514, -30.595769], [-20.079886, -43.069233, -29.230897], [-18.580849, -42.682983, -30.828447], [-19.388244, -45.321762, -31.916880], [-20.605887, -45.491408, -30.538925], [-18.846463, -45.239273, -30.356291], [-20.331001, -42.925984, -31.371363], [-20.412393, -41.984993, -29.145563], [-19.392510, -43.216939, -28.336790], [-21.071516, -43.474501, -28.986098], [-18.028508, -42.864519, -31.665154]],
  "forces_ev_per_a": [[-5.5, -6.0, -2.4], [2.7, -1.6, -2.0], [-0.6, -5.3, -0.1], [2.6, 3.0, 3.3], [-0.1, 0.2, -0.7], [-6.0, -3.9, 1.5], [-0.8, 1.2, 1.8], [-0.2, 0.1, 2.1], [0.1, 3.0, 1.9], [-2.1, -1.4, -3.4], [-2.7, 2.3, 1.7], [0.8, -13.5, -7.8], [0.8, -0.2, -0.1], [-1.3, -2.6, -0.4], [1.3, -1.5, -1.4], [0.7, -1.3, 1.2], [0.6, -0.3, -0.1], [-2.7, 13.0, 7.7], [0.4, 0.2, -0.6], [2.0, 3.8, 0.0], [3.5, -5.7, -5.0], [-1.5, -3.7, 3.0], [0.6, 0.4, -0.4], [2.0, 2.3, 0.0], [-2.4, 7.9, 4.1], [-0.4, -1.0, 0.7], [-0.2, 1.5, -0.6], [-0.1, 0.1, -0.8], [-0.1, -0.1, 0.1], [-1.4, -1.5, -1.2], [0.5, 1.3, -0.5], [0.1, 1.1, -0.4], [-1.8, -4.4, -2.4], [3.0, -3.3, 3.1], [1.0, 0.4, 0.2], [-1.0, -0.7, 0.8], [1.1, -1.2, -0.6], [-1.1, 0.2, 0.1], [2.4, 1.9, 1.1], [-2.8, 1.6, -3.0], [1.6, 1.8, 1.0], [1.8, 0.1, -1.0], [-0.5, 0.0, 2.0], [-1.2, -2.1, -2.9], [1.9, -1.8, -1.8], [-2.0, -1.0, 0.6], [0.2, 0.1, 0.1], [-3.6, 1.3, 0.6], [1.7, -0.9, -1.2], [0.1, 2.3, 2.1], [2.1, 0.6, -1.6], [-2.8, 0.4, -6.7], [-10.5, -2.0, -5.2], [2.0, 1.7, 3.8], [0.9, -0.4, 0.2], [0.9, 0.6, 1.1], [1.6, -0.2, 6.1], [0.7, -2.1, -0.1], [2.0, 2.5, -0.3], [-4.9, -1.0, -2.5], [0.2, 2.8, -1.7], [0.5, 4.3, 3.3], [0.9, 1.3, -0.5], [-5.7, 11.3, 4.3], [-0.7, 5.8, 1.5], [-0.8, 2.6, 0.1], [-0.1, -3.3, 0.8], [1.0, -1.2, -3.3], [-1.3, -0.3, -0.5], [-2.0, -3.1, 0.1], [-1.7, -4.7, 0.0], [1.7, 1.2, 5.5], [0.4, 0.4, -4.5], [0.2, -6.1, -0.6], [-0.9, 0.9, 0.4], [1.2, -6.4, -1.9], [0.1, -2.4, -3.3], [-0.9, -0.2, 0.5], [-0.6, 1.3, 2.4], [-2.6, 1.8, -1.7], [4.0, 3.2, -0.2], [1.0, 1.2, 0.8], [-1.2, 0.9, 0.4], [6.2, -0.7, 6.5], [-0.7, 0.4, -1.0], [7.3, 6.5, 0.1], [-0.8, -1.0, -0.5], [-0.3, -0.9, 0.6], [0.1, 0.9, 1.4], [0.1, 0.5, 0.3], [-4.9, 4.7, -0.5], [0.1, -0.2, -1.6], [-2.4, -1.1, -2.3], [0.5, -0.9, 3.6], [1.6, -2.6, -0.8], [1.3, -1.2, 1.2], [1.5, -0.5, 0.4], [0.8, -1.2, 0.0], [2.8, 2.6, 1.8], [-1.1, 0.1, 0.2], [0.7, -0.8, 0.1], [-1.0, 0.9, -2.0], [0.4, -5.0, 3.6], [-0.9, -6.3, -2.2], [4.4, -2.0, 2.2], [7.0, -13.0, -3.9], [2.7, 1.7, -0.2], [-1.3, -1.1, 0.9], [-2.9, 5.3, -4.4], [3.5, 1.0, -1.4], [-0.1, 0.0, -0.2], [-2.2, 1.9, 0.1], [-0.9, -0.1, -0.5], [-1.3, -2.0, 0.7], [-0.7, 7.6, -3.2], [-2.5, -1.5, -1.8], [-2.3, 3.3, 2.2], [6.0, 1.4, -1.2], [-0.1, 3.6, 3.9], [1.5, 5.9, -0.7], [3.3, -2.1, 2.8], [-1.1, -0.8, 0.9], [1.1, -0.6, -0.3], [-0.4, 0.2, -2.1], [0.4, -0.2, -0.3], [-1.7, -0.4, 1.2]]
}